# 1
The following is a quantum chemistry calculation of a 2-piece molecular cluster, BrFH2N2S overall at a distorted geometry, from the Open Molecules 2025 dataset.

## Properties
- energy relative to the best compared isomer or geometry (same formula, charge and spin) (kcal/mol) = 38.1
- molecular weight (Da) = 161.00
- total charge = 0
- energy (hartree) = -3182.62430

Last column: Mulliken charge in e.
Cartesian coordinates (Å):
N -0.3472 -1.7021 -0.3371  -0.43
N 0.4622 -0.1603 -1.9725  -0.44
F 1.1917 1.8374 2.2664  -0.31
S -0.4558 -0.2517 -0.7561  0.36
Br -0.6884 1.5350 2.6980  0.31
H -0.5378 -1.8358 0.7109  0.26
H 0.3752 0.5775 -2.6096  0.24

Forces on atoms 1 to 3 (eV/Å):
-0.19 -0.90 2.83
-0.19 -1.24 0.89
-3.31 -0.55 0.73

# 2
The following is a quantum chemistry calculation of a 8-piece molecular cluster, C35H52ClN7O2PS overall at a distorted geometry, from the Open Molecules 2025 dataset.

## Properties
- energy relative to the best compared isomer or geometry (same formula, charge and spin) (kcal/mol) = 11.9
- molecular weight (Da) = 701.34
- total charge = +1
- energy (hartree) = -3098.04250

Last column: Mulliken charge in e.
Cartesian coordinates (Å):
C -0.4723 0.7882 2.2757  -0.78
O -0.6508 2.1731 2.5427  -0.20
C 0.4252 2.8451 3.1868  -0.51
C 0.8029 4.0848 2.3898  -0.70
C -0.1445 5.2457 2.6346  -1.10
C -1.4512 5.0168 1.8321  0.94
C -2.6750 5.3389 2.6752  -1.05
C -3.9808 4.7612 2.1397  -0.57
S -3.7638 3.0433 1.5667  0.14
P -5.2627 1.8430 2.6800  0.37
O -4.4082 1.7725 4.0369  -0.45
Cl -5.0387 0.0351 1.8020  -0.12
H -0.4755 0.6265 1.1994  0.20
H -1.3375 0.2537 2.6665  0.25
H 0.3980 0.3561 2.7559  0.40
H 1.3214 2.2388 3.2891  0.47
H 0.1138 3.1587 4.1828  0.25
H 0.9144 3.8314 1.3386  0.13
H 1.7928 4.3804 2.7358  0.47
H 0.3075 6.1902 2.3603  0.42
H -0.3720 5.2760 3.6950  0.44
H -1.4266 5.6687 0.9664  0.40
H -1.4103 3.9757 1.5372  -0.76
H -2.7994 6.4185 2.6639  0.36
H -2.5621 5.0738 3.7181  0.42
H -4.4708 5.3539 1.3794  0.38
H -4.7001 4.7053 2.9546  0.56
H -4.2022 3.0640 0.2911  0.31
H -4.9773 2.1591 4.7278  0.39
N -1.2732 2.6689 -0.9092  0.25
C -0.1249 3.3277 -1.2653  -0.44
C 0.6217 2.4755 -2.0317  -0.75
C -0.1020 1.2574 -2.1473  -0.36
C -1.2674 1.4063 -1.4480  -0.73
H -2.0045 3.0472 -0.3382  0.06
H 0.0598 4.3382 -0.9433  0.45
H 1.5822 2.6987 -2.4638  0.45
H 0.2008 0.3737 -2.6832  0.57
H -2.0872 0.7265 -1.2856  0.40
N -1.1865 -4.7951 1.1485  0.10
C -0.0117 -4.0978 1.2056  -1.01
C -0.3160 -2.7621 1.2212  -0.09
C -1.7329 -2.6524 1.1768  0.03
C -2.2397 -3.9247 1.1350  -0.82
H -1.2631 -5.7960 1.1206  0.20
H 0.9355 -4.6092 1.2287  0.38
H 0.3970 -1.9549 1.2608  0.47
H -2.3128 -1.7442 1.1757  0.34
H -3.2538 -4.2829 1.0956  0.39
N 0.8590 -3.2349 -2.1113  0.31
C 1.9270 -2.3844 -2.1403  -0.59
C 2.3517 -2.2865 -3.4405  -0.61
C 1.4996 -3.1094 -4.2251  -0.31
C 0.5885 -3.6783 -3.3761  -0.83
H 0.3498 -3.4933 -1.2824  0.08
H 2.2915 -1.9250 -1.2376  0.64
H 3.1799 -1.6917 -3.7898  0.45
H 1.5496 -3.2673 -5.2889  0.41
H -0.2241 -4.3587 -3.5638  0.42
N 6.1028 -3.2367 -0.7679  0.01
C 6.5678 -3.6807 0.4410  -0.57
C 5.5185 -4.2616 1.1040  -0.58
C 4.3810 -4.1687 0.2584  -0.11
C 4.7732 -3.5311 -0.8881  -0.62
H 6.6543 -2.7656 -1.4613  0.18
H 7.5990 -3.5457 0.7222  0.45
H 5.5592 -4.7072 2.0841  0.36
H 3.3879 -4.5293 0.4676  0.45
H 4.2252 -3.2678 -1.7733  0.47
N 6.5424 -2.8107 4.1749  0.08
C 6.4248 -3.9725 4.8864  -0.29
C 6.0215 -3.6505 6.1550  -0.58
C 5.8871 -2.2377 6.2094  -0.36
C 6.2139 -1.7497 4.9719  -0.56
H 6.8244 -2.7481 3.2129  0.17
H 6.6381 -4.9250 4.4322  0.39
H 5.8429 -4.3494 6.9547  0.40
H 5.5860 -1.6483 7.0590  0.39
H 6.2418 -0.7428 4.5923  0.37
N 1.3989 -4.3075 -8.0780  -0.01
C 2.1739 -5.4050 -7.8152  -0.49
C 1.5192 -6.5055 -8.2980  -0.37
C 0.3028 -6.0546 -8.8781  -0.43
C 0.2584 -4.6949 -8.7285  -0.48
H 1.6306 -3.3631 -7.8322  0.22
H 3.1191 -5.3076 -7.3096  0.38
H 1.8727 -7.5212 -8.2432  0.40
H -0.4516 -6.6597 -9.3517  0.39
H -0.4820 -3.9731 -9.0270  0.38
N -7.3481 7.0136 0.1967  0.00
C -7.5107 5.6540 0.1254  -0.59
C -7.9194 5.3445 -1.1448  -0.48
C -8.0015 6.5624 -1.8694  -0.39
C -7.6436 7.5716 -1.0168  -0.51
H -7.0618 7.5243 1.0113  0.21
H -7.3295 5.0265 0.9832  0.56
H -8.1377 4.3563 -1.5138  0.41
H -8.2937 6.6835 -2.8984  0.40
H -7.5760 8.6349 -1.1683  0.39

Forces on atoms 1 to 3 (eV/Å):
-0.78 0.01 -0.02
0.19 -0.29 0.30
0.05 0.47 -0.58

# 3
The following is a quantum chemistry calculation of a 2-piece molecular cluster, C5H5BrOS overall at a distorted geometry, from the Open Molecules 2025 dataset.

## Properties
- energy relative to the best compared isomer or geometry (same formula, charge and spin) (kcal/mol) = 74.4
- molecular weight (Da) = 193.07
- total charge = 0
- energy (hartree) = -3240.83635

Last column: Mulliken charge in e.
Cartesian coordinates (Å):
C 0.1806 -0.0389 -1.9878  -0.43
C -0.4507 0.6649 -0.9805  -0.35
C 0.2071 -1.3779 -1.6867  -0.35
C -0.6797 -0.0352 0.1696  0.13
C -1.2745 0.3792 2.2971  -0.17
O -1.8531 -0.7770 2.8232  -0.42
S -0.4420 -1.6808 -0.0996  -0.11
Br -2.4278 1.9070 1.9536  -0.10
H 0.3612 0.5343 -2.9249  0.31
H -0.4049 1.7106 -1.1595  0.35
H 0.6010 -2.2605 -2.2444  0.32
H -0.3724 0.6856 2.7563  0.45
H -2.7047 -0.8731 2.4122  0.39

Forces on atoms 1 to 3 (eV/Å):
-0.65 -1.27 -1.49
0.68 1.53 1.69
0.59 -1.32 -0.51

# 4
The following is a quantum chemistry calculation of a 2-piece molecular cluster, C2H5N2O2 overall at a distorted geometry, from the Open Molecules 2025 dataset.

## Properties
- energy relative to the best compared isomer or geometry (same formula, charge and spin) (kcal/mol) = 29.0
- molecular weight (Da) = 89.07
- total charge = -1
- energy (hartree) = -339.22938

Last column: Mulliken charge in e.
Cartesian coordinates (Å):
N -0.3665 0.7989 -0.0395  -0.54
C -1.6969 0.4804 0.2849  0.10
N -2.7268 0.5860 -0.4484  -0.74
H -0.4638 1.1842 -1.0629  0.27
H 0.4186 0.1801 0.4455  0.44
H -1.8436 -0.1683 1.1474  0.28
H -3.3585 -0.2144 -0.3076  0.21
O 1.5320 -1.0005 0.7442  -0.72
C 2.4990 -0.7508 -0.0187  0.04
O 2.6369 0.3420 -0.7248  -0.71
H 3.3695 -1.4376 -0.0202  0.38

Forces on atoms 1 to 3 (eV/Å):
-3.37 0.85 -0.82
2.62 -2.11 0.15
-0.74 0.33 -2.00

# 5
The following is a quantum chemistry calculation of a 3-piece molecular cluster, C7H19NO2 overall at a distorted geometry, from the Open Molecules 2025 dataset.

## Properties
- energy relative to the best compared isomer or geometry (same formula, charge and spin) (kcal/mol) = 39.1
- molecular weight (Da) = 149.23
- total charge = 0
- energy (hartree) = -483.26438
- SMILES = CCC/C(=C/N)CC.O.O

Last column: Mulliken charge in e.
Cartesian coordinates (Å):
C 1.8928 -0.5867 -1.7011  -1.72
C 0.4278 -0.8071 -1.7275  0.12
C -0.4009 0.5432 -1.8574  -1.21
C -1.0116 0.8753 -0.5153  0.79
C -0.4189 1.7355 0.3177  -0.59
N -1.0830 2.2908 1.4821  -0.55
C -2.3806 0.2278 -0.2389  -0.49
C -2.1560 -1.1235 0.4553  -1.17
H 2.4082 0.1267 -0.9893  0.29
H 2.5024 -1.4966 -1.5638  0.51
H 2.3715 -0.1000 -2.5487  0.42
H 0.1528 -1.5491 -0.9685  0.18
H 0.1740 -1.4754 -2.5946  0.26
H 0.3180 1.3074 -2.1163  0.45
H -1.1621 0.5609 -2.6557  0.42
H 0.5322 2.2102 0.0910  0.32
H -1.9881 2.6794 1.2371  0.21
H -0.5753 3.0416 1.9171  0.25
H -3.0074 0.2017 -1.1300  0.41
H -2.9166 1.0114 0.3712  0.25
H -2.7499 -1.3532 1.3570  0.38
H -1.2748 -0.9532 1.0745  0.22
H -2.4697 -1.9381 -0.1943  0.28
H 1.6826 -0.1629 3.1599  0.27
H 0.5596 0.5831 2.1479  0.34
O 1.3941 0.1137 2.2852  -0.61
H 1.9581 -3.1274 0.6122  0.32
H 2.2966 -1.6923 0.5999  0.27
O 2.7375 -2.5546 0.5928  -0.64

Forces on atoms 1 to 3 (eV/Å):
3.45 0.70 0.48
-1.32 -0.74 -1.83
0.71 -1.16 1.19